# 1
The following is a quantum chemistry calculation of a molecular structure, C14H25CoF9N3OSe2, from OMol25.

Element x y z (Å)
Co: 0.07497 -0.24437 -0.17538
C: 2.32661 -0.53572 -2.28037
C: 2.41483 -1.67275 -1.26948
N: 1.09696 -2.01758 -0.70684
C: 0.19083 -2.76258 -1.60259
C: -0.54985 -1.79788 -2.51264
N: -0.99797 -0.60168 -1.76134
C: -0.96988 0.62613 -2.57988
C: 0.48431 1.07107 -2.81772
N: 1.40594 0.51419 -1.80368
H: 3.32943 -0.13299 -2.44817
H: 1.98780 -0.89822 -3.24991
H: 2.89128 -2.54783 -1.72441
H: 3.03462 -1.36343 -0.42877
H: 1.25902 -2.57866 0.12278
H: 0.72237 -3.51757 -2.19245
H: -0.51744 -3.28641 -0.96498
H: 0.07908 -1.46093 -3.33374
H: -1.40819 -2.29385 -2.97558
H: -1.95004 -0.74559 -1.44034
H: -1.48581 0.47212 -3.53318
H: -1.51911 1.38494 -2.02319
H: 0.82855 0.80603 -3.81981
H: 0.51897 2.16056 -2.76299
H: 1.94434 1.27143 -1.40058
C: 1.85933 3.50483 0.20965
Se: 0.15290 2.62103 0.48812
C: 0.30639 2.35649 2.40308
C: 1.39760 1.38494 2.81835
Se: 1.14644 -0.43506 2.14465
C: 3.02962 -0.91027 2.20698
H: 1.93878 4.37262 0.86017
H: 1.88265 3.85638 -0.82004
H: 2.70384 2.83962 0.38261
H: -0.67736 2.04700 2.74348
H: 0.52145 3.33549 2.83546
H: 1.43698 1.30631 3.90609
H: 2.37473 1.71678 2.46396
H: 3.36985 -0.84274 3.23759
H: 3.62802 -0.25730 1.57633
H: 3.13269 -1.94566 1.88732
F: -4.13133 -2.14987 1.35320
C: -2.85797 -1.78111 1.29421
F: -2.19554 -2.36739 2.29027
F: -2.34492 -2.28120 0.14859
C: -2.66840 -0.24160 1.31918
O: -1.41601 0.12987 0.99663
C: -2.95004 0.26865 2.77553
F: -3.08322 1.60143 2.76493
F: -4.04503 -0.25493 3.32304
F: -1.92177 -0.01473 3.57906
C: -3.71786 0.42431 0.37213
F: -3.32628 1.65212 0.04126
F: -3.79784 -0.26972 -0.79430
F: -4.93934 0.48531 0.87771

Forces on the atoms, in the same order (eV/Å):
0.6044 -0.1436 0.2513
0.0658 0.0500 -0.0552
-0.0095 -0.0983 0.0425
0.0442 -0.1899 -0.0118
0.0331 -0.0494 0.0474
-0.2063 -0.0496 -0.1688
-0.2685 0.1949 -0.3186
-0.0918 -0.0557 -0.0579
0.0303 0.1964 -0.0312
0.0989 -0.0407 0.2861
-0.0444 -0.0330 0.0162
-0.0041 -0.0206 0.0518
-0.0024 0.0486 -0.0285
0.0319 0.0401 -0.0225
-0.0598 -0.0401 -0.0687
0.0103 0.0797 -0.0071
-0.0516 -0.0065 -0.0133
0.0215 -0.0458 0.0266
0.0664 0.0045 0.0675
0.0260 -0.0221 -0.0630
0.0239 0.0315 0.0359
0.0334 0.0107 0.0172
-0.0368 -0.0432 0.0388
-0.0050 -0.0539 -0.0432
-0.0579 -0.0707 0.0034
0.0723 0.0750 0.0182
-0.2421 0.1566 -0.1255
0.1813 -0.0358 0.0900
-0.0607 0.0839 0.0559
-0.0441 0.2117 -0.1187
0.0514 -0.0302 0.0440
0.0018 -0.0029 0.0209
-0.0071 -0.0050 -0.0360
0.0072 -0.0216 0.0114
0.0193 -0.0301 -0.0468
-0.0314 -0.0442 0.0090
-0.0084 0.0178 -0.0480
-0.0377 -0.0391 0.0045
-0.0131 0.0189 -0.0011
0.0025 0.0062 -0.0204
0.0108 0.0081 -0.0206
-0.1078 -0.0662 0.0020
-0.0210 0.0691 0.0555
0.0443 0.0027 0.0543
0.0713 -0.1515 -0.1674
-0.0262 0.1637 0.3515
-0.0721 -0.0965 0.0488
-0.0555 -0.0499 0.0177
-0.0276 0.1076 -0.0281
-0.0508 -0.0423 -0.0468
0.1294 -0.0335 -0.0013
0.0844 -0.0221 -0.0929
0.0039 0.1192 0.0301
-0.0296 -0.0681 -0.0935
-0.0965 0.0057 0.0383

Its spin multiplicity is 2. The HOMO energy (alpha / beta) comes out at -11.1 / -11.4 eV. The calculation puts the energy above the lowest of the compared OMol25 structures with the same formula, charge and spin at 50.2 kJ/mol. As for the net charge: +1. The expectation value of S² is 1.08. The calculation puts the total energy at -214214.515 eV.

***

# 2
The following is a quantum chemistry calculation of a molecular structure, C30H22BF10FeN3O5S in a non-equilibrium geometry, from OMol25.

Element x y z (Å)
Fe: -0.45143 0.70663 0.92622
C: -1.66168 3.70204 1.07852
N: -1.93753 2.31821 1.44950
C: -2.07834 2.22692 2.91056
C: -1.70329 0.88105 3.54401
N: -0.47693 0.41480 2.94430
C: 0.28016 -0.50649 3.53067
C: 0.09005 -1.20929 4.75159
F: -1.05299 -1.05175 5.47122
C: 1.00651 -2.10284 5.27483
F: 0.73509 -2.70666 6.44612
C: 2.19082 -2.39423 4.63056
F: 3.08547 -3.26239 5.15036
C: 2.42684 -1.74952 3.42569
F: 3.57650 -1.98081 2.76258
C: 1.51550 -0.86365 2.91381
F: 1.84975 -0.25292 1.74584
C: -3.12277 1.86538 0.71338
C: -3.42774 0.38412 0.84887
N: -2.22309 -0.36919 0.57714
C: -2.28320 -1.69105 0.46321
C: -3.41189 -2.55264 0.58591
F: -4.64346 -2.04410 0.86951
C: -3.35496 -3.92650 0.45143
F: -4.48427 -4.64620 0.59389
C: -2.17297 -4.57943 0.17564
F: -2.11937 -5.92465 0.05094
C: -1.03810 -3.79526 0.03212
F: 0.13497 -4.38732 -0.25400
C: -1.09799 -2.43055 0.16234
F: 0.05913 -1.75497 -0.02577
H: -2.41953 4.39578 1.48164
H: -0.68517 3.99727 1.46288
H: -1.65885 3.80515 -0.00599
H: -1.39321 2.96574 3.33264
H: -3.09908 2.51626 3.21280
H: -1.59119 1.08998 4.61447
H: -2.51387 0.14869 3.45649
H: -4.01757 2.44245 1.01206
H: -2.92737 2.07764 -0.33849
H: -3.82896 0.17112 1.84870
H: -4.24658 0.17868 0.14683
O: 3.51914 2.75511 -1.44853
B: 2.29176 2.12422 -1.41227
O: 2.22350 1.10334 -0.50277
C: 3.49425 1.05099 0.03995
C: 3.99654 0.15277 0.94871
C: 5.33142 0.33287 1.31226
C: 6.10596 1.35383 0.77047
C: 5.58555 2.23990 -0.17329
C: 4.27069 2.05235 -0.52106
H: 3.38825 -0.64647 1.34965
H: 5.76959 -0.34200 2.03509
H: 7.13748 1.45900 1.07957
H: 6.17814 3.03027 -0.61230
C: -0.58470 -1.44306 -7.29392
C: -0.40048 -0.67352 -6.01413
C: -1.35025 -0.73399 -4.99959
C: -1.19705 0.00115 -3.83616
C: -0.06706 0.79533 -3.67694
C: 0.89193 0.87175 -4.67798
C: 0.73001 0.11743 -5.82757
S: -0.18238 2.00287 -2.40398
O: 1.31399 2.51771 -2.30855
O: -0.94424 3.10796 -2.87621
O: -0.55089 1.36176 -1.19216
H: -1.56560 -1.91414 -7.33155
H: 0.16954 -2.22628 -7.38911
H: -0.48711 -0.78494 -8.15830
H: -2.22675 -1.35815 -5.12074
H: -1.92986 -0.05356 -3.03933
H: 1.76918 1.48993 -4.54694
H: 1.49201 0.15004 -6.59736

Forces on the atoms, in the same order (eV/Å):
-0.5271 0.4042 0.4638
0.0370 0.0450 0.0580
0.0444 -0.1470 -0.0227
0.0315 -0.0565 0.0538
0.0531 0.0799 -0.0038
0.3177 -0.1999 -0.4609
0.0819 0.1587 0.1113
-0.0792 -0.0714 0.0769
0.0401 0.0612 -0.0734
-0.0701 0.0325 0.0584
-0.0041 -0.0035 -0.0545
0.0613 0.0222 -0.0520
-0.0105 0.0088 -0.0187
-0.1530 -0.0594 0.2364
0.0610 -0.3334 0.2135
-0.2326 -0.0722 0.1719
-2.2685 -0.0334 0.7547
-0.1101 0.0193 0.0581
0.1351 -0.0678 0.0689
0.0219 -0.1093 -0.2927
-0.1066 0.0038 -0.0313
-0.0140 -0.0252 0.0386
0.0010 -0.0055 0.0102
-0.0386 0.0220 -0.0030
-0.0062 -0.0032 0.0120
0.0416 -0.0059 -0.0043
-0.0006 -0.0005 -0.0108
-0.0282 -0.0211 -0.0092
0.0230 -0.0053 -0.0029
-0.0106 -0.0243 0.0096
0.0829 0.0879 0.0170
-0.0336 -0.0112 -0.0268
-0.0169 -0.0036 0.0081
0.0627 -0.0514 -0.0224
0.0056 0.0063 -0.0342
0.0223 -0.0035 0.0110
-0.0340 -0.0524 0.0287
-0.0081 0.0235 -0.0984
0.0553 0.0454 0.0299
-0.0139 0.0015 -0.0482
-0.0699 0.0640 0.0126
0.0169 -0.0343 -0.0055
-0.0676 -0.0064 -0.0230
0.0572 0.0155 -0.0043
-0.1197 -0.0536 -0.2663
0.3371 0.0285 -0.0257
0.9721 -0.1981 -0.3185
-0.0014 0.1516 -0.1460
0.0044 0.0224 0.0272
0.0837 0.0103 0.0265
-0.0542 -0.0190 0.0764
1.3523 0.4193 -0.7486
-0.0023 -0.0362 -0.0050
0.0188 0.0222 0.0033
0.0073 -0.0019 -0.0117
0.0222 -0.0255 0.0470
-0.0343 -0.0331 -0.0467
0.0318 -0.0097 0.0464
0.1417 -0.1691 0.2104
-0.5028 0.4453 -0.4468
0.1552 -0.1395 0.1254
0.0382 -0.0191 0.0761
0.1928 -0.3720 -0.0418
0.1393 0.1891 0.0747
0.0106 0.0880 -0.0440
-0.0559 -0.1387 0.2915
0.0015 -0.0033 -0.0029
0.0000 -0.0002 -0.0002
0.0023 -0.0032 -0.0059
0.0012 -0.0017 -0.0012
-0.0304 0.0265 -0.0322
-0.0464 0.0953 -0.0507
-0.0149 0.0314 -0.0111

Its spin multiplicity is 2. The HOMO energy (alpha / beta) comes out at -2.6 / -2.3 eV. As for the net charge: -1. The expectation value of S² is 0.76. The calculation puts the total energy at -119248.194 eV.

***

# 3
The following is a quantum chemistry calculation of 2 unconnected molecules or ions with the total composition CH5NO2Si in a non-equilibrium geometry, from OMol25.

Element x y z (Å)
O: -0.91192 0.47537 -0.07227
Si: -2.09863 0.78268 -0.96250
H: -2.91640 -0.34018 -1.44542
H: -2.92448 2.10901 -1.08588
C: 2.24342 -0.41014 0.18541
N: 1.15634 -0.09197 0.66596
O: 0.36236 -1.00883 1.40727
H: 2.88259 0.39181 -0.34473
H: 2.72516 -1.38937 0.29112
H: -0.51843 -0.51839 1.36104

Forces on the atoms, in the same order (eV/Å):
-1.4017 0.9628 -0.7037
-1.7045 0.6396 0.5086
0.0649 -0.0023 -0.4662
1.0918 -0.9492 -0.0772
3.0048 -0.6615 -0.8049
-1.6104 1.1236 1.6066
0.4835 0.8640 -0.7852
-1.3872 -1.1603 0.8883
-0.2258 -0.0507 -0.0742
1.6845 -0.7661 -0.0920

The SMILES is O=[SiH2].C=NO. The HOMO energy comes out at -8.8 eV. The calculation puts the energy above the lowest of the compared OMol25 structures with the same formula, charge and spin at 198.0 kJ/mol. As for the net charge: 0. The calculation puts the total energy at -14576.895 eV.

***

# 4
The following is a quantum chemistry calculation of C5H6O in the gas phase, from OMol25.

Element x y z (Å)
C: -1.26545 1.02683 0.00309
C: -0.29934 -0.07248 0.22976
O: -0.23027 -0.51679 1.43101
C: 0.54350 -0.68788 -0.83345
C: 1.82526 -0.48749 -0.14230
C: 2.63354 -0.23799 0.78330
H: -2.25146 0.57362 -0.16805
H: -0.99765 1.60052 -0.88590
H: -1.32989 1.67010 0.88273
H: 0.42644 -0.14558 -1.77792
H: 0.27662 -1.74282 -1.00204
H: 0.66871 -0.98004 1.47976

Forces on the atoms, in the same order (eV/Å):
0.0774 0.0439 -0.0111
-0.2597 0.0063 0.1978
0.0917 0.0805 -0.3235
-0.0856 0.0782 0.0126
0.7116 0.1169 0.5317
-0.6371 -0.2053 -0.6829
0.1214 0.0081 -0.0056
-0.0246 -0.1043 0.1194
-0.0172 -0.1107 -0.1167
0.0302 -0.0591 0.1760
0.0373 0.1375 0.0740
-0.0453 0.0080 0.0282

The HOMO energy comes out at -8.6 eV. The calculation puts the energy above the lowest of the compared OMol25 structures with the same formula, charge and spin at 479.8 kJ/mol. As for the net charge: 0. The calculation puts the total energy at -7324.311 eV.

***

The calculation returns the following M values, one per record and in order: 639.21 793.23 91.14 82.10 g/mol.